Record 1
Density functional theory data (the ωB97M-V functional and the def2-TZVPD basis) for 8 unconnected molecules or ions with the total composition C28H50Cl14N6 in a non-equilibrium geometry.

E_HOMO (hartree): -0.30119
Total charge: 0

Cartesian coordinates (Å):
N  3.574  -4.179  1.098
C  3.200  -3.764  -0.307
C  4.359  -3.017  -1.079
C  4.211  -1.434  -1.126
C  4.326  -0.881  0.357
C  3.390  0.331  0.693
C  4.025  1.478  1.362
C  3.216  2.672  1.770
C  1.795  2.661  1.481
C  1.086  1.527  0.778
N  -0.277  1.688  0.538
C  -0.746  0.587  -0.107
C  0.035  -0.637  -0.472
C  -0.703  -1.810  -1.214
C  -1.770  -2.575  -0.334
N  -2.804  -1.708  0.250
N  -1.202  -3.398  0.746
N  -2.500  -3.518  -1.271
N  1.362  -0.764  -0.217
C  1.904  0.360  0.406
H  2.972  -3.583  1.687
H  4.516  -3.822  1.312
H  2.230  -3.187  -0.325
H  3.010  -4.739  -0.851
H  5.381  -3.245  -0.670
H  4.331  -3.376  -2.155
H  3.316  -1.077  -1.693
H  5.122  -1.062  -1.690
H  5.396  -0.529  0.485
H  4.166  -1.651  1.159
H  5.120  1.484  1.598
H  3.618  3.570  2.300
H  1.188  3.546  1.802
H  -1.840  0.589  -0.368
H  -1.278  -1.349  -2.078
H  0.066  -2.497  -1.649
H  -3.537  -2.236  0.724
H  -3.210  -1.095  -0.466
H  -1.538  -4.358  0.666
H  -0.183  -3.340  0.760
H  -3.141  -2.905  -1.796
H  -1.851  -3.937  -1.952
Cl  6.458  8.379  1.867
C  6.941  6.678  2.069
C  5.802  5.725  1.783
Cl  4.517  5.823  3.015
H  7.324  6.553  3.082
H  7.759  6.496  1.371
H  6.169  4.697  1.790
H  5.353  5.919  0.809
Cl  -7.254  0.935  3.638
C  -6.341  -0.599  3.643
C  -5.286  -0.640  2.559
Cl  -6.001  -0.719  0.929
H  -7.055  -1.416  3.539
H  -5.874  -0.681  4.617
H  -4.670  -1.531  2.676
H  -4.634  0.231  2.600
Cl  5.322  10.591  -0.700
C  5.558  10.077  -2.389
C  5.100  8.654  -2.623
Cl  6.141  7.466  -1.799
H  6.612  10.204  -2.636
H  4.977  10.759  -3.011
H  5.140  8.424  -3.689
H  4.077  8.502  -2.280
Cl  1.347  4.361  -0.298
C  0.627  5.309  -1.627
C  0.095  4.425  -2.732
Cl  1.400  3.598  -3.621
H  1.383  6.003  -1.997
H  -0.188  5.892  -1.196
H  -0.449  5.028  -3.460
H  -0.584  3.665  -2.344
Cl  -6.502  -3.881  1.175
C  -7.611  -4.155  -0.189
C  -9.033  -4.393  0.270
Cl  -9.214  -5.947  1.122
H  -7.231  -4.996  -0.769
H  -7.569  -3.262  -0.814
H  -9.698  -4.427  -0.594
H  -9.377  -3.600  0.934
Cl  -0.304  -4.349  -3.642
C  -1.047  -3.436  -4.981
C  -1.574  -4.346  -6.068
Cl  -0.264  -5.167  -6.951
H  -0.303  -2.740  -5.367
H  -1.866  -2.857  -4.552
H  -2.131  -3.760  -6.800
H  -2.240  -5.108  -5.664
Cl  -4.705  -2.591  5.114
C  -4.964  -4.350  4.993
C  -3.661  -5.109  4.928
Cl  -2.797  -4.813  3.399
H  -5.583  -4.541  4.115
H  -5.528  -4.650  5.877
H  -3.853  -6.182  4.983
H  -2.998  -4.841  5.750

Atomic forces in eV per Å
-0.559 1.648 -0.090
0.636 -1.087 -0.551
-0.910 0.724 -1.058
1.191 -0.735 0.424
-0.373 1.006 -0.137
0.608 2.458 1.232
-2.580 -0.297 -0.692
-2.255 -2.064 -1.189
1.600 -1.456 0.718
2.221 1.225 1.299
1.336 -3.621 -1.466
0.161 0.199 0.268
0.465 0.466 0.254
0.004 1.602 0.697
-0.907 -1.416 -0.502
0.920 0.739 -0.602
0.299 0.578 -0.695
0.263 0.725 -0.041
-2.501 1.935 0.367
1.095 0.321 0.416
0.413 -0.653 0.035
-0.479 -0.377 -0.273
1.186 -0.379 0.068
0.107 1.099 0.398
-1.009 -0.058 -0.218
0.211 0.298 1.168
0.642 -0.506 0.780
-1.084 -0.257 0.542
-1.256 -0.294 0.051
-0.027 0.469 -1.024
-1.161 -0.227 -0.386
-0.182 -1.164 -0.623
0.574 -1.378 -0.063
1.331 0.060 0.319
0.628 -0.495 0.897
-0.788 0.471 0.594
0.373 -0.052 -0.375
-0.084 -0.473 0.466
0.330 0.388 -0.106
-0.420 -0.256 0.076
0.276 -0.631 0.134
-0.402 0.246 0.496
0.007 -0.026 0.079
0.091 -0.084 0.026
0.123 -0.107 -0.195
0.012 0.172 0.072
-0.117 0.022 -0.049
-0.110 -0.023 -0.031
0.027 0.070 0.053
-0.004 0.082 0.118
-0.077 0.055 -0.089
-0.060 0.149 -0.202
0.117 -0.023 0.204
-0.052 0.515 -0.204
0.044 0.083 -0.041
-0.128 0.295 -0.131
-0.095 0.043 0.010
-0.124 -0.024 -0.064
0.001 0.009 -0.041
0.004 0.029 -0.124
-0.116 0.096 -0.146
0.002 -0.028 0.015
-0.064 -0.083 0.091
-0.029 -0.102 0.027
0.063 0.051 0.058
0.123 0.029 0.083
-0.198 1.118 -1.405
0.029 0.191 -0.044
-0.206 0.139 0.039
0.025 -0.057 0.013
-0.033 -0.114 -0.041
-0.017 -0.092 -0.057
0.078 0.006 0.042
0.154 0.012 0.044
0.041 -0.453 0.145
-0.063 0.050 -0.158
-0.048 0.149 -0.111
0.009 0.000 0.040
-0.025 0.010 0.141
-0.058 0.010 0.098
0.097 -0.028 0.009
0.104 -0.092 0.008
0.287 -0.210 -0.295
-0.125 0.182 -0.099
-0.141 0.039 0.003
0.001 -0.015 0.035
0.011 -0.142 0.027
-0.008 -0.088 -0.021
0.077 0.039 0.070
0.132 0.029 0.020
0.352 -0.591 0.341
-0.094 -0.303 0.069
0.016 -0.176 0.053
-0.005 0.129 0.046
0.114 0.081 0.002
0.098 0.036 -0.006
-0.087 0.079 -0.024
-0.050 0.077 -0.107

Want to see where the charge sits? The Löwdin charges in e are:
1 N -0.033
2 C -0.275
3 C -0.201
4 C -0.199
5 C -0.159
6 C -0.109
7 C -0.019
8 C -0.079
9 C -0.201
10 C -0.233
11 N 0.112
12 C -0.052
13 C -0.188
14 C -0.088
15 C -0.628
16 N 0.069
17 N 0.082
18 N 0.042
19 N 0.148
20 C -0.127
21 H 0.054
22 H 0.049
23 H 0.081
24 H 0.097
25 H 0.110
26 H 0.105
27 H 0.096
28 H 0.107
29 H 0.111
30 H 0.098
31 H 0.098
32 H 0.027
33 H 0.058
34 H 0.104
35 H 0.121
36 H 0.076
37 H 0.041
38 H 0.055
39 H 0.057
40 H 0.063
41 H 0.064
42 H -0.030
43 Cl 0.522
44 C -0.663
45 C -0.655
46 Cl 0.568
47 H 0.068
48 H 0.072
49 H 0.072
50 H 0.049
51 Cl 0.537
52 C -0.729
53 C -0.676
54 Cl 0.519
55 H 0.061
56 H -0.017
57 H 0.018
58 H 0.078
59 Cl 0.532
60 C -0.662
61 C -0.657
62 Cl 0.544
63 H 0.069
64 H 0.071
65 H 0.072
66 H 0.067
67 Cl 0.721
68 C -0.615
69 C -0.662
70 Cl 0.531
71 H 0.062
72 H 0.074
73 H 0.069
74 H 0.063
75 Cl 0.533
76 C -0.650
77 C -0.664
78 Cl 0.535
79 H 0.071
80 H 0.070
81 H 0.072
82 H 0.070
83 Cl 0.610
84 C -0.633
85 C -0.665
86 Cl 0.544
87 H 0.074
88 H 0.069
89 H 0.073
90 H 0.070
91 Cl 0.661
92 C -0.617
93 C -0.659
94 Cl 0.554
95 H 0.052
96 H 0.076
97 H 0.074
98 H 0.069



Record 2
Density functional theory data (the ωB97M-V functional and the def2-TZVPD basis) for a molecular structure, C28H51AlBr14IOS in a non-equilibrium geometry.

E_HOMO (hartree): -0.16971
Total charge: -1

Cartesian coordinates (Å):
C  -1.516  -2.493  4.441
C  -1.363  -3.124  3.055
C  -2.608  -3.162  2.176
I  -4.069  -4.475  3.166
Al  -2.277  -3.961  0.324
S  -0.533  -5.460  0.287
C  -2.013  -2.547  -1.104
O  -1.390  -1.286  -0.648
C  -0.049  -1.211  -0.946
C  0.791  -1.855  -0.035
C  2.172  -1.832  -0.160
C  3.045  -2.500  0.861
C  2.700  -1.145  -1.241
C  1.866  -0.521  -2.162
C  0.469  -0.533  -2.062
C  -0.330  0.211  -3.138
C  -1.723  -0.327  -3.403
C  0.429  0.128  -4.492
H  -2.461  -2.745  4.916
H  -0.723  -2.841  5.101
H  -1.469  -1.410  4.364
H  -0.647  -2.498  2.515
H  -0.933  -4.119  3.125
H  -3.110  -2.199  2.156
H  -3.584  -4.801  -0.122
H  0.154  -5.310  1.427
H  -1.428  -2.920  -1.948
H  -2.992  -2.279  -1.511
H  0.357  -2.391  0.794
H  2.494  -3.263  1.401
H  3.964  -2.882  0.429
H  3.334  -1.749  1.602
H  3.773  -1.093  -1.369
H  2.365  -0.003  -2.965
H  -0.357  1.270  -2.880
H  -2.184  0.193  -4.243
H  -2.352  -0.105  -2.548
H  -1.750  -1.404  -3.510
H  0.662  -0.921  -4.666
H  1.341  0.713  -4.508
H  -0.257  0.434  -5.278
Br  -3.019  1.082  -0.093
C  -4.151  2.626  -0.416
C  -4.093  3.061  -1.854
Br  -2.446  4.018  -2.269
H  -3.842  3.406  0.273
H  -5.162  2.305  -0.170
H  -4.896  3.765  -2.073
H  -4.146  2.223  -2.542
Br  -1.252  1.642  3.647
C  -2.953  2.330  4.288
C  -3.585  1.429  5.315
Br  -4.387  -0.141  4.498
H  -3.583  2.466  3.414
H  -2.722  3.300  4.724
H  -4.403  1.943  5.816
H  -2.873  1.074  6.054
Br  2.780  0.581  3.907
C  2.369  2.122  5.016
C  3.436  2.377  6.046
Br  3.330  1.123  7.529
H  1.393  1.939  5.454
H  2.303  2.961  4.326
H  3.305  3.359  6.497
H  4.438  2.298  5.642
Br  6.225  4.154  7.120
C  5.800  6.050  7.051
C  5.636  6.632  8.428
Br  3.933  6.124  9.219
H  4.905  6.150  6.446
H  6.638  6.516  6.537
H  5.623  7.719  8.383
H  6.411  6.306  9.114
Br  -5.154  0.918  -5.706
C  -4.532  2.277  -6.951
C  -4.530  3.651  -6.339
Br  -6.326  4.393  -6.210
H  -5.166  2.208  -7.829
H  -3.517  1.985  -7.212
H  -3.974  4.346  -6.964
H  -4.116  3.661  -5.338
Br  6.432  -0.927  -1.451
C  6.958  -0.635  -3.299
C  6.172  -1.508  -4.241
Br  6.798  -3.349  -4.205
H  8.027  -0.812  -3.357
H  6.753  0.416  -3.495
H  6.307  -1.176  -5.268
H  5.113  -1.531  -4.003
Br  -2.590  -2.840  -5.547
C  -1.922  -4.647  -5.807
C  -1.552  -5.277  -4.489
Br  0.128  -4.568  -3.814
H  -1.079  -4.578  -6.486
H  -2.730  -5.196  -6.286
H  -1.391  -6.346  -4.609
H  -2.297  -5.107  -3.717

Atomic forces in eV per Å
0.085 -0.145 -0.015
-0.313 0.526 0.089
0.405 -0.617 -0.082
-0.057 0.161 -0.038
-0.460 0.028 0.042
0.172 -0.217 -0.062
0.085 -0.153 0.493
0.107 0.215 -0.628
-0.237 -0.235 0.373
0.472 0.196 -0.272
-0.367 -0.119 -0.111
-0.109 0.611 0.218
-0.081 0.127 -0.216
0.207 -0.229 0.534
0.130 0.147 0.039
0.808 -0.437 -0.727
-0.470 0.593 1.061
-0.499 -0.356 0.537
-0.114 -0.136 -0.038
0.159 0.123 0.109
0.032 0.140 0.065
0.167 -0.092 -0.074
0.024 -0.152 0.015
-0.085 0.148 0.048
0.067 -0.022 -0.190
-0.133 0.190 0.047
0.042 -0.056 -0.082
-0.075 0.192 0.012
-0.221 -0.042 -0.010
0.071 -0.294 -0.072
0.021 -0.256 -0.067
0.114 0.002 0.115
-0.098 0.003 -0.039
-0.119 0.094 -0.166
-0.309 0.101 0.248
0.084 -0.183 -0.312
-0.186 -0.066 0.162
0.182 0.055 -0.268
0.189 -0.085 -0.168
0.081 0.145 -0.195
0.133 0.277 -0.203
-0.004 0.119 0.010
0.078 -0.342 0.204
-0.112 0.233 -0.069
-0.011 -0.078 -0.054
-0.030 0.089 -0.071
-0.036 0.054 -0.045
0.034 -0.018 -0.003
0.018 -0.043 0.010
-0.031 -0.045 -0.028
0.246 0.125 0.021
-0.243 -0.144 -0.100
0.030 0.011 0.026
-0.027 -0.047 -0.006
-0.045 -0.005 0.036
0.034 0.057 0.000
0.047 0.018 -0.015
-0.065 -0.028 0.036
0.070 -0.068 -0.186
-0.218 -0.016 0.135
0.062 -0.016 -0.028
-0.002 0.019 0.027
0.005 0.030 0.031
-0.016 0.011 -0.020
-0.007 -0.013 -0.069
0.056 0.080 0.058
0.210 -0.139 -0.068
-0.216 0.111 0.042
0.055 -0.041 0.015
-0.029 0.038 0.029
0.002 0.034 0.033
0.008 -0.002 -0.039
0.028 -0.027 -0.027
-0.021 0.061 -0.023
0.098 -0.203 0.131
-0.106 0.124 -0.119
0.027 -0.027 0.059
-0.006 0.066 -0.013
0.013 0.027 0.013
0.005 -0.023 -0.031
0.052 -0.037 0.081
0.294 -0.006 0.013
-0.149 0.102 0.144
0.100 -0.108 -0.133
-0.047 0.016 0.029
0.002 -0.037 -0.043
-0.029 -0.013 -0.041
0.012 0.034 0.012
-0.002 0.017 0.041
-0.018 -0.117 -0.276
-0.250 0.023 0.026
0.281 -0.036 0.030
-0.041 0.024 -0.011
0.041 -0.010 0.033
-0.005 -0.032 0.053
-0.021 -0.001 -0.026
-0.023 0.019 -0.010

Want to see where the charge sits? The Löwdin charges in e are:
1 C -0.163
2 C -0.429
3 C -0.732
4 I 0.656
5 Al -0.076
6 S 0.308
7 C -0.247
8 O -0.269
9 C -0.234
10 C 0.038
11 C -0.264
12 C -0.036
13 C -0.066
14 C -0.041
15 C -0.099
16 C -0.329
17 C -0.127
18 C -0.080
19 H 0.004
20 H 0.065
21 H 0.015
22 H 0.082
23 H 0.068
24 H 0.002
25 H -0.079
26 H -0.281
27 H 0.011
28 H 0.054
29 H 0.085
30 H 0.075
31 H 0.071
32 H 0.057
33 H 0.011
34 H 0.087
35 H 0.121
36 H 0.052
37 H 0.019
38 H -0.009
39 H 0.080
40 H 0.057
41 H 0.064
42 Br 0.760
43 C -0.690
44 C -0.693
45 Br 0.592
46 H 0.044
47 H 0.057
48 H 0.055
49 H 0.034
50 Br 0.641
51 C -0.691
52 C -0.692
53 Br 0.652
54 H 0.040
55 H 0.052
56 H 0.051
57 H 0.051
58 Br 0.617
59 C -0.716
60 C -0.750
61 Br 0.597
62 H 0.020
63 H 0.058
64 H 0.029
65 H 0.009
66 Br 0.670
67 C -0.688
68 C -0.702
69 Br 0.607
70 H 0.051
71 H 0.056
72 H 0.056
73 H 0.049
74 Br 0.618
75 C -0.692
76 C -0.693
77 Br 0.589
78 H 0.047
79 H 0.059
80 H 0.057
81 H 0.029
82 Br 0.665
83 C -0.693
84 C -0.696
85 Br 0.605
86 H 0.045
87 H 0.056
88 H 0.055
89 H 0.048
90 Br 0.677
91 C -0.690
92 C -0.679
93 Br 0.641
94 H 0.043
95 H 0.052
96 H 0.056
97 H 0.056